{"formula": "C11H34O10", "method": "ωB97M-V/def2-TZVPD", "homo_lumo_gap_ha": 0.075, "total_charge": -2, "species": ["H", "C", "O", "H", "H", "H", "C", "H", "H", "O", "H", "C", "H", "H", "H", "O", "C", "H", "H", "H", "H", "H", "O", "H", "H", "O", "H", "H", "H", "O", "H", "H", "O", "H", "H", "C", "C", "C", "C", "H", "H", "O", "O", "H", "H", "H", "C", "O", "H", "C", "H", "H", "C", "H", "H"], "xyz": [[7.570, 25.806, 21.911], [9.373, 17.698, 16.728], [12.683, 15.098, 12.347], [5.735, 13.205, 19.937], [7.126, 24.666, 23.261], [6.114, 13.365, 21.662], [13.466, 14.248, 13.152], [6.763, 12.183, 12.345], [7.067, 9.584, 13.999], [8.744, 16.664, 16.918], [8.047, 22.878, 19.701], [11.917, 21.062, 10.526], [4.714, 19.569, 11.396], [6.474, 19.299, 11.556], [10.566, 8.220, 19.199], [6.486, 12.076, 14.342], [7.251, 10.194, 13.115], [8.993, 24.207, 21.510], [4.407, 13.556, 21.070], [14.224, 13.829, 12.491], [12.801, 20.926, 9.903], [6.863, 12.790, 14.862], [5.830, 15.052, 20.650], [13.772, 14.822, 14.027], [6.088, 18.031, 13.275], [11.002, 11.489, 18.933], [6.157, 24.728, 21.734], [12.202, 15.693, 12.927], [11.670, 20.432, 12.340], [9.875, 17.840, 15.629], [11.117, 9.368, 20.411], [9.537, 9.444, 19.687], [7.672, 23.675, 20.082], [11.474, 22.019, 10.252], [8.260, 9.996, 12.754], [5.531, 19.387, 12.095], [7.143, 24.842, 22.185], [5.465, 13.718, 20.860], [11.066, 10.193, 18.327], [7.917, 22.797, 21.983], [11.151, 20.295, 10.406], [5.286, 18.213, 12.779], [12.097, 21.181, 11.919], [10.451, 12.026, 18.359], [8.218, 12.162, 13.327], [6.534, 9.815, 12.386], [10.590, 9.278, 19.461], [9.239, 18.611, 17.599], [5.545, 20.252, 12.757], [7.998, 23.763, 21.484], [12.103, 9.956, 18.090], [12.860, 13.511, 13.679], [7.222, 11.730, 13.224], [10.551, 10.312, 17.374], [6.431, 15.201, 19.917]]}

=====

{"formula": "C11H35NNaO11S", "method": "ωB97M-V/def2-TZVPD", "homo_lumo_gap_ha": 0.097, "total_charge": -1, "species": ["Na", "C", "H", "O", "C", "H", "H", "H", "C", "H", "C", "H", "H", "H", "C", "H", "O", "H", "H", "C", "H", "H", "C", "H", "H", "C", "H", "H", "H", "H", "O", "H", "O", "H", "H", "H", "H", "H", "H", "H", "C", "O", "O", "O", "N", "C", "H", "O", "H", "H", "O", "H", "H", "C", "O", "O", "H", "H", "S", "H"], "xyz": [[-0.768, -0.587, -0.801], [3.364, -0.091, -5.201], [-0.802, -3.505, 4.049], [-1.703, -5.266, -4.421], [4.765, -3.607, -0.148], [4.626, -2.812, -0.880], [2.377, 1.016, 3.033], [-0.610, 2.699, -2.660], [0.711, 4.068, 0.074], [-5.281, -0.427, -6.064], [1.898, 3.602, 0.956], [1.347, 1.192, 4.887], [2.923, 1.040, 5.645], [-2.617, -3.920, 2.104], [2.116, 1.740, 5.432], [-5.967, 0.575, -4.787], [-2.417, -3.357, 2.855], [-0.136, 4.443, -2.433], [2.349, 0.019, -5.583], [-5.592, -0.421, -5.020], [0.957, 5.019, -0.398], [5.428, -3.209, 0.621], [3.271, 2.890, 3.657], [-0.242, 4.135, 0.600], [-6.680, 1.284, 1.286], [-1.727, -4.054, 3.870], [-4.617, -1.699, -4.064], [4.207, 2.459, 4.014], [3.583, 3.848, 3.240], [2.271, 4.463, 1.510], [-0.174, -4.422, -2.951], [3.916, 0.787, -5.536], [0.542, 3.033, -0.936], [5.188, -4.481, -0.645], [2.924, -4.141, -0.413], [1.778, 2.038, 6.425], [-6.361, 2.906, 1.645], [-6.455, -1.052, -4.807], [-6.346, 1.753, 2.979], [2.694, 3.330, 0.263], [-6.060, 1.900, 1.938], [-0.629, -6.744, -2.976], [-4.704, 1.738, 1.984], [-4.733, -0.749, -3.995], [1.550, 2.447, 1.807], [2.705, 1.945, 2.566], [-1.391, 3.668, -1.441], [3.497, -4.044, 0.351], [3.292, -2.033, -5.073], [3.303, 0.001, -4.116], [2.421, 2.978, 4.821], [-1.447, -5.080, 3.632], [0.859, 2.714, 2.495], [-0.442, 3.513, -1.955], [3.931, -1.391, -5.391], [-2.264, -5.125, -2.103], [-2.285, -4.006, 4.805], [3.452, 1.506, 1.903], [-1.211, -5.421, -3.072], [-4.582, 0.892, 2.421]]}

=====

{"formula": "C11H36N12O13Zn", "method": "ωB97M-V/def2-TZVPD", "homo_lumo_gap_ha": 0.134, "species": ["H", "N", "H", "N", "N", "N", "H", "H", "H", "C", "H", "H", "H", "C", "O", "N", "O", "N", "H", "C", "O", "H", "H", "O", "N", "H", "H", "H", "N", "H", "H", "H", "N", "H", "C", "H", "Zn", "H", "O", "N", "H", "C", "H", "H", "H", "H", "H", "H", "H", "H", "O", "H", "C", "H", "O", "C", "H", "H", "N", "O", "C", "C", "C", "O", "O", "O", "H", "C", "H", "N", "O", "O", "H"], "xyz": [[-7.447, -0.464, 1.010], [-0.368, 3.384, -7.600], [1.230, 4.382, 3.980], [-2.363, -6.667, 0.356], [-6.669, -0.564, 0.373], [-2.188, -1.877, 3.800], [-0.017, 3.944, -8.364], [-1.310, 1.911, -6.049], [-3.879, 4.531, -0.460], [-1.497, 2.791, -7.823], [4.690, 3.694, -0.309], [7.358, 1.781, -1.666], [1.614, 2.835, 3.165], [0.192, -1.419, -2.003], [6.526, 1.442, -2.006], [4.534, -4.602, 1.630], [0.166, -0.895, -3.135], [3.568, -2.872, 2.482], [-2.248, 2.372, 0.145], [5.483, 3.402, -0.997], [0.528, -2.619, -2.094], [-2.027, -5.891, -0.195], [4.762, 1.240, -0.984], [-7.407, -2.410, -0.430], [-1.937, 2.111, -6.815], [-2.103, 5.587, -1.638], [-3.339, -6.704, 0.613], [-1.495, 5.271, -0.185], [-5.471, -1.578, -1.213], [1.251, 4.542, 5.739], [-0.313, -6.858, -0.704], [-2.730, 1.530, -7.045], [-0.487, -7.570, -0.009], [-5.915, 0.107, 0.388], [-1.682, -7.667, 0.580], [5.337, -5.213, 1.676], [0.734, -3.325, -5.355], [3.047, -2.768, 1.622], [-3.053, -0.864, 5.581], [2.158, 4.124, 5.891], [-0.665, -0.900, 6.367], [5.666, 1.846, -0.935], [-3.112, -1.664, 3.451], [6.279, 3.968, -0.513], [3.800, -2.015, 2.963], [-3.380, 3.245, -1.550], [-1.442, -1.979, 3.126], [5.853, 1.570, 0.102], [-0.133, -1.529, 4.749], [4.081, -4.196, 0.824], [-0.072, -0.733, -0.942], [2.730, 4.202, 6.720], [2.571, 3.306, 4.935], [4.322, 3.815, -2.477], [3.539, 2.589, 5.002], [-2.070, -1.264, 5.000], [-5.530, -2.384, -1.819], [0.141, -8.302, 0.291], [-0.819, -1.213, 5.419], [-0.805, 3.907, -1.642], [4.373, -3.838, 2.644], [-1.824, 4.707, -1.059], [-3.080, 3.821, -0.674], [-2.094, -8.618, 1.168], [-2.072, 2.838, -8.926], [4.994, -4.113, 3.648], [-0.893, 2.993, -1.361], [-6.525, -1.556, -0.441], [-5.000, -0.730, -1.496], [1.736, 3.511, 3.906], [-2.898, 3.033, 0.396], [5.197, 4.093, -2.198], [-0.098, 3.437, -6.629]]}

=====

{"formula": "C11H36O7", "method": "ωB97M-V/def2-TZVPD", "homo_lumo_gap_ha": 0.366, "smiles": "CCO.CCO.CCO.CCO.CO.CO.CO", "species": ["H", "H", "H", "H", "H", "H", "H", "H", "H", "O", "C", "O", "H", "H", "C", "H", "H", "H", "C", "C", "H", "O", "H", "H", "H", "O", "O", "H", "H", "H", "H", "H", "H", "C", "H", "H", "C", "H", "H", "H", "O", "H", "H", "C", "O", "H", "H", "H", "H", "C", "C", "C", "C", "H"], "xyz": [[5.832, 23.519, 12.884], [5.126, 29.209, 15.939], [6.393, 21.563, 17.435], [5.800, 18.387, 13.136], [3.731, 21.441, 13.479], [4.941, 27.450, 16.077], [3.219, 27.576, 14.699], [3.427, 24.161, 12.764], [5.327, 21.047, 13.858], [5.905, 22.285, 19.107], [4.700, 28.322, 15.470], [2.788, 24.280, 15.982], [2.864, 22.309, 11.011], [4.000, 20.427, 14.920], [4.322, 20.626, 13.897], [2.689, 27.519, 11.756], [4.577, 21.625, 10.757], [5.306, 28.225, 14.569], [4.144, 24.970, 12.903], [5.503, 24.404, 13.428], [1.354, 28.153, 10.885], [3.002, 30.220, 10.846], [7.843, 21.655, 18.468], [2.461, 22.404, 15.231], [3.514, 25.247, 14.569], [3.638, 25.849, 13.832], [3.407, 28.384, 15.182], [3.537, 20.431, 9.200], [7.771, 24.227, 18.282], [4.318, 25.536, 11.988], [6.242, 25.203, 13.379], [3.164, 24.561, 16.819], [1.682, 30.395, 12.324], [4.180, 19.332, 13.095], [7.833, 23.643, 16.705], [5.290, 24.148, 14.466], [3.006, 22.926, 16.017], [1.229, 28.114, 12.560], [5.412, 21.469, 19.215], [3.038, 31.178, 10.891], [3.005, 20.704, 9.951], [4.078, 22.730, 16.020], [3.656, 22.545, 9.460], [1.956, 28.326, 11.777], [5.019, 18.338, 13.693], [2.525, 22.644, 16.954], [4.580, 19.525, 12.100], [3.155, 18.965, 13.061], [6.321, 24.120, 17.270], [7.212, 23.586, 17.599], [6.947, 22.183, 18.140], [3.610, 21.895, 10.333], [2.497, 29.737, 12.023], [3.206, 29.827, 12.846]]}

=====

{"formula": "C11H39BrIO8P", "method": "ωB97M-V/def2-TZVPD", "homo_lumo_gap_ha": 0.342, "smiles": "C[C@@H](I)CPBr.CO.CO.CO.CO.CO.CO.CO.CO", "species": ["H", "C", "H", "O", "O", "O", "H", "H", "H", "H", "H", "H", "H", "O", "H", "H", "H", "H", "H", "H", "H", "H", "H", "Br", "H", "P", "C", "C", "H", "O", "C", "O", "C", "H", "C", "H", "H", "H", "C", "O", "H", "C", "H", "C", "H", "H", "I", "H", "H", "O", "C", "C", "H", "H", "H", "H", "H", "H", "H", "H", "H"], "xyz": [[-2.396, 1.915, 0.440], [-0.924, -2.390, 2.527], [1.113, -0.136, -1.466], [-3.332, -6.481, 4.642], [3.003, 6.596, 1.143], [-0.373, -1.953, -3.650], [1.082, 3.987, -1.094], [1.738, 2.733, -6.462], [-4.511, 0.031, 0.496], [0.363, 3.732, -5.949], [2.676, 0.959, -4.542], [-0.101, -4.940, 3.888], [1.582, -4.428, 3.683], [0.013, 1.689, -6.111], [-5.259, -5.719, 4.765], [-4.957, -7.252, 5.610], [-0.080, -1.609, -2.804], [-0.547, -2.604, 1.526], [3.372, -0.994, -3.531], [-0.604, -1.254, -5.559], [0.425, 3.072, -7.607], [0.490, -4.494, 2.258], [-4.339, -5.735, 6.297], [-3.038, -2.658, 4.963], [-0.911, 0.072, -0.372], [-2.388, -3.492, 2.957], [3.800, -0.016, -3.294], [-4.537, -6.277, 5.368], [4.082, 5.146, 2.100], [-3.020, 1.338, -0.011], [0.984, 3.967, -0.005], [3.619, 0.873, -4.392], [0.665, 2.877, -6.559], [-0.912, -0.052, -4.287], [1.020, -0.165, -0.374], [-2.971, -5.613, 4.434], [4.146, 6.744, 2.871], [1.731, -0.884, 0.028], [-3.799, 0.687, 0.991], [-0.293, -0.575, -0.012], [1.689, 3.246, 0.403], [0.199, -2.770, 3.537], [-3.431, -3.199, 2.031], [0.562, -4.279, 3.327], [-3.158, 0.091, 1.646], [-4.346, 1.423, 1.586], [2.007, -1.627, 3.228], [5.062, 6.434, 1.369], [0.761, -0.548, -4.670], [-0.337, 3.563, 0.363], [4.140, 6.216, 1.914], [-0.275, -0.887, -4.590], [-0.116, -2.607, 4.567], [1.232, 0.823, 0.042], [-0.930, 1.828, -6.202], [-1.173, -1.333, 2.642], [3.321, 0.391, -2.399], [1.207, 4.954, 0.403], [4.866, -0.126, -3.112], [-0.944, 4.208, -0.002], [3.064, 7.539, 0.986]]}

=====

{"formula": "C11H40F2N19O15S2", "method": "ωB97M-V/def2-TZVPD", "homo_lumo_gap_ha": 0.085, "total_charge": -3, "species": ["H", "C", "O", "C", "H", "N", "F", "O", "H", "H", "H", "N", "H", "H", "N", "C", "H", "H", "N", "C", "H", "O", "H", "N", "H", "H", "H", "O", "N", "O", "N", "H", "H", "O", "C", "C", "N", "C", "S", "H", "H", "O", "H", "H", "H", "S", "H", "H", "N", "H", "O", "N", "C", "N", "O", "F", "H", "N", "N", "H", "H", "H", "N", "H", "N", "C", "H", "N", "H", "N", "C", "O", "H", "H", "O", "H", "O", "C", "H", "O", "O", "H", "N", "H", "H", "H", "O", "H", "N"], "xyz": [[2.525, 2.896, 1.737], [3.575, 2.432, -0.037], [-4.190, 1.059, -1.911], [-2.054, 3.595, -2.327], [-1.500, 2.311, -4.994], [3.381, 2.972, 1.187], [0.243, 1.131, 0.389], [4.636, 1.936, -0.444], [2.677, -4.981, 5.727], [1.554, 1.196, -3.898], [-4.614, 0.960, -4.313], [-4.173, 0.140, -3.949], [-3.124, -1.251, -1.218], [-4.558, 3.101, 1.029], [1.506, -4.730, 3.690], [1.358, -3.814, 4.719], [-2.403, -0.418, 1.107], [2.768, -0.303, 1.135], [-3.398, -1.090, -2.176], [-3.619, -5.268, -2.290], [2.076, 0.193, 4.389], [-2.371, 3.134, -3.421], [-4.364, 1.886, -0.303], [-0.914, 2.038, -5.774], [-1.591, 1.877, -1.571], [-1.577, -5.531, -2.577], [1.141, -4.531, 2.776], [-1.912, -2.621, -0.343], [2.523, -0.178, 2.096], [-3.279, 1.702, 2.638], [5.542, -0.625, -1.274], [-1.098, 2.373, -6.698], [-2.883, 5.465, -2.495], [6.389, -2.713, -1.213], [0.382, 2.889, 3.682], [-3.481, 1.443, 1.461], [2.758, -0.575, 4.317], [0.420, 1.817, -5.486], [0.148, -0.308, -0.239], [-3.344, -1.856, -2.820], [2.739, 2.129, -1.818], [1.506, -0.562, -0.595], [6.493, -0.331, -1.180], [4.227, 2.984, 1.733], [0.357, 2.816, 2.558], [-0.787, -2.445, 0.558], [0.161, 5.048, 3.513], [3.423, -1.743, -1.048], [-0.589, -1.007, 1.081], [2.268, -3.448, 6.523], [-4.149, -5.979, -3.145], [2.136, -4.146, 5.820], [-3.965, 0.063, -2.597], [0.626, 1.407, -4.208], [1.284, 1.995, -6.343], [-1.348, -3.060, 1.913], [3.120, -0.981, 5.150], [-1.453, 2.847, -1.331], [-3.013, 0.338, 0.803], [-5.310, -4.833, -1.262], [-0.733, 2.876, 3.838], [-3.822, -4.181, -0.572], [-2.400, 4.841, -1.875], [-2.136, -3.978, -1.929], [-2.301, -4.896, -2.312], [3.176, -0.843, 3.063], [-2.975, 0.468, -0.197], [4.103, -2.416, -1.371], [3.949, -3.388, -1.186], [-4.246, 2.236, 0.637], [0.666, 4.325, 4.214], [4.059, -1.703, 2.849], [1.761, 4.512, 3.985], [-2.170, 5.217, -0.974], [0.408, -3.220, 0.395], [-3.633, -0.437, -4.567], [-0.747, -0.115, -1.348], [5.402, -1.973, -1.297], [-0.164, 1.264, -3.604], [0.914, 1.760, 4.242], [0.407, 4.643, 5.504], [4.778, -0.013, -1.493], [2.522, 2.536, -0.931], [2.056, -5.555, 3.821], [1.879, 0.572, 2.358], [-1.528, 3.305, -0.439], [0.606, -2.873, 4.655], [1.625, 2.797, -0.567], [-4.336, -4.608, -1.327]]}

=====

Values of highest occupied orbital energy, in order: 2.1; -2.1; -9.8; -9.5; -9.1; 2.8, all in eV.
Values of lowest unoccupied orbital energy, in order: 4.16; 0.50; -6.16; 0.44; 0.17; 5.10, all in eV.
Values of calculated total energy, in order: -32426.6122; -51232.2463; -104901.5947; -26319.3832; -115847.8533; -98190.6019, all in eV.